# 1
Computed, not measured: C31H54AgBO35 as an isolated structure, with wB97M-V/def2-TZVPD.

The calculation puts the LUMO energy at -3.306 eV. As for the HOMO energy: -0.35017 Eh. The gap between HOMO and LUMO is 6.22 eV.

```
! RIJCOSX wB97M-V def2-TZVPD def2/J DEFGRID3
* xyz 0 1
Ag 6.33 -1.38 1.49
O 3.82 -1.44 1.61
C 2.69 -1.30 1.14
O 2.36 -0.42 0.20
B 0.91 -0.42 -0.04
O 0.41 -1.55 0.82
C 1.40 -2.05 1.47
O 1.31 -2.88 2.42
O 0.66 -0.42 -1.50
C -0.10 0.51 -1.83
O -0.56 0.78 -2.95
C -0.32 1.47 -0.54
O 0.23 0.86 0.44
O -0.96 2.50 -0.54
C 4.43 1.97 -8.55
O 3.11 1.45 -8.39
C 2.26 1.84 -7.54
O 2.43 2.96 -6.94
O 1.18 0.95 -7.51
C 0.02 1.35 -6.73
H 4.99 1.18 -9.06
H 5.09 2.23 -7.73
H 4.26 2.85 -9.17
H 0.25 1.53 -5.68
H -0.83 0.67 -6.71
H -0.35 2.27 -7.18
C -2.75 4.71 1.19
O -3.05 4.88 2.46
C -3.65 6.06 2.92
O -3.36 7.17 2.52
O -4.50 5.66 3.87
C -4.76 6.48 5.07
H -3.54 4.32 0.55
H -1.88 4.05 1.18
H -2.38 5.61 0.71
H -3.86 6.77 5.62
H -5.34 6.06 5.90
H -5.12 7.40 4.62
C 0.01 6.23 4.35
O 0.18 5.04 3.60
C 0.62 3.95 4.13
O 0.78 3.85 5.36
O 0.80 3.02 3.22
C 1.48 1.86 3.44
H 0.78 6.99 4.19
H -0.07 6.06 5.42
H -0.93 6.68 3.99
H 0.92 1.04 3.88
H 2.44 2.12 3.87
H 1.92 1.51 2.50
C 0.70 -5.62 3.92
O 0.63 -6.79 4.76
C 1.60 -7.64 4.81
O 2.65 -7.57 4.06
O 1.28 -8.59 5.73
C 2.31 -9.48 6.11
H 0.95 -5.92 2.90
H 1.59 -5.04 4.15
H -0.08 -4.88 4.07
H 1.80 -10.37 6.48
H 2.96 -9.14 6.92
H 2.96 -9.90 5.34
C -3.42 -0.29 -4.42
O -3.96 0.28 -5.62
C -4.26 1.57 -5.66
O -3.95 2.37 -4.81
O -4.82 1.85 -6.82
C -4.90 3.16 -7.28
H -3.40 0.35 -3.54
H -2.48 -0.81 -4.59
H -4.18 -0.98 -4.05
H -4.90 3.08 -8.37
H -4.02 3.78 -7.09
H -5.66 3.79 -6.81
C -1.34 -0.47 3.44
O -1.27 -1.63 4.28
C -2.12 -2.54 4.18
O -3.01 -2.67 3.38
O -1.64 -3.55 4.91
C -2.40 -4.81 5.16
H -2.20 -0.50 2.77
H -0.49 -0.48 2.75
H -1.21 0.48 3.97
H -3.33 -4.72 5.71
H -1.81 -5.48 5.78
H -2.57 -5.32 4.21
C 3.47 -2.46 4.78
O 4.19 -3.69 4.58
C 5.49 -3.59 4.16
O 6.18 -2.55 3.91
O 6.04 -4.82 4.20
C 7.40 -4.94 3.78
H 3.90 -1.99 5.67
H 2.41 -2.68 4.92
H 3.52 -1.84 3.88
H 7.74 -5.82 4.33
H 8.11 -4.18 4.12
H 7.61 -5.12 2.72
C -1.30 3.81 -3.64
O -0.87 5.12 -4.20
C -1.07 5.38 -5.48
O -1.74 4.74 -6.30
O -0.25 6.32 -5.77
C 0.28 6.54 -7.09
H -1.51 3.13 -4.47
H -2.21 3.94 -3.05
H -0.45 3.54 -3.01
H -0.40 7.22 -7.60
H 0.19 5.60 -7.63
H 1.31 6.88 -7.21
C -0.71 -2.69 -3.85
O -1.46 -3.07 -2.74
C -0.96 -3.86 -1.83
O 0.16 -4.43 -1.91
O -1.84 -4.04 -0.86
C -1.84 -5.09 0.19
H -1.02 -3.21 -4.76
H 0.32 -2.98 -3.61
H -0.80 -1.63 -4.08
H -2.27 -4.74 1.12
H -0.84 -5.45 0.45
H -2.52 -5.92 -0.03
*
```

These are the Mulliken partial charges, in e, on atoms 1 to 6: 0.796 -0.344 -0.096 -0.582 0.698 -0.099

***

# 2
Computed, not measured: a 8-piece molecular cluster, C11H38N6O8 overall, with wB97M-V/def2-TZVPD.

The calculation puts the LUMO energy at -0.266 eV. Its SMILES is NC(N)=O.NC(N)=O.NC(N)=O.CCO.CCO.CCO.CO.CO. As for the HOMO energy: -0.31969 Eh. The gap between HOMO and LUMO is 8.43 eV.

```
! RIJCOSX wB97M-V def2-TZVPD def2/J DEFGRID3
* xyz 0 1
C -3.18 -5.30 -0.56
C -2.41 -4.17 -1.05
O -3.38 -3.14 -1.25
H -3.61 -5.14 0.37
H -2.57 -6.15 -0.71
H -4.04 -5.52 -1.23
H -1.88 -4.42 -2.07
H -1.63 -3.89 -0.24
H -3.76 -3.03 -0.37
C -2.01 3.35 0.46
C -3.42 3.85 0.42
O -3.51 5.04 1.24
H -1.40 4.20 0.22
H -2.12 2.49 -0.28
H -1.58 3.09 1.47
H -4.07 3.06 0.74
H -3.59 4.10 -0.71
H -2.68 5.33 1.54
C 0.49 0.30 -1.81
C -0.28 -1.08 -2.09
O -0.67 -1.50 -0.79
H -0.29 1.16 -1.77
H 1.26 0.56 -2.54
H 0.98 0.36 -0.84
H 0.42 -1.80 -2.39
H -1.12 -0.93 -2.68
H -1.63 -1.83 -0.84
C 4.53 0.39 -1.11
O 5.57 0.99 -1.79
N 4.11 -0.81 -1.34
N 3.94 1.01 -0.09
H 4.35 -1.27 -2.22
H 3.31 -1.22 -0.88
H 4.30 1.91 0.25
H 3.10 0.75 0.42
C 2.11 -2.97 0.73
O 2.55 -2.94 -0.61
N 2.71 -3.53 1.74
N 1.20 -2.10 1.10
H 3.52 -4.18 1.65
H 2.37 -3.50 2.68
H 0.53 -1.71 0.48
H 0.92 -2.10 2.04
C 0.96 1.26 1.85
O -0.31 0.81 1.58
N 1.31 2.41 2.34
N 1.99 0.48 1.69
H 0.48 2.90 2.76
H 2.22 2.56 2.64
H 1.74 -0.51 1.40
H 2.83 0.75 2.07
C -3.71 0.05 0.11
O -2.85 -0.05 1.27
H -4.51 0.82 0.23
H -4.14 -0.90 -0.08
H -3.12 0.27 -0.77
H -2.04 0.47 1.25
C 2.05 3.45 -0.92
O 1.47 4.02 0.17
H 3.13 3.82 -0.86
H 1.60 3.96 -1.79
H 1.97 2.38 -1.05
H 1.48 3.35 0.84
*
```

These are the Mulliken partial charges, in e, on atoms 1 to 6: -1.400 0.172 -0.521 0.413 0.429 0.303

***

# 3
Computed, not measured: a 2-piece molecular cluster, C6H10O overall, with wB97M-V/def2-TZVPD.

The calculation puts the LUMO energy at 1.075 eV. Its SMILES is C=C1CO[C@H]2C[C@@H]12.[H][H]. As for the HOMO energy: -0.32538 Eh. The gap between HOMO and LUMO is 9.93 eV.

```
! RIJCOSX wB97M-V def2-TZVPD def2/J DEFGRID3
* xyz 0 1
C 1.84 -0.59 -0.08
C 0.65 -0.04 0.12
C -0.97 0.30 -1.52
C -1.64 0.46 -0.20
C -0.62 -0.61 -0.35
O -1.12 1.48 0.61
C 0.28 1.28 0.77
H 1.91 -1.56 -0.57
H 0.75 -1.69 1.62
H 2.76 -0.11 0.23
H -0.27 1.10 -1.77
H -1.38 -0.22 -2.36
H -2.71 0.30 -0.08
H -0.84 -1.67 -0.39
H 0.03 -1.81 1.80
H 0.82 2.13 0.33
H 0.51 1.22 1.84
*
```

These are the Mulliken partial charges, in e, on atoms 1 to 6: -0.931 0.235 -0.661 -0.123 -0.237 -0.434

***

# 4
Computed, not measured: a 3-piece molecular cluster, C24H42BBrClN2O9PS2 overall, with wB97M-V/def2-TZVPD.

The calculation puts the LUMO energy at 0.227 eV. As for the HOMO energy: -0.32683 Eh. The gap between HOMO and LUMO is 9.12 eV.

```
! RIJCOSX wB97M-V def2-TZVPD def2/J DEFGRID3
* xyz 0 1
C 3.06 2.71 1.37
B 1.85 1.71 1.17
O 1.18 1.44 2.33
C 1.37 1.06 -0.26
P 2.93 1.31 -1.36
O 2.68 0.46 -2.75
Cl 4.48 0.24 -0.46
C 1.18 -0.51 -0.18
C 1.87 -1.15 1.05
C -0.29 -0.99 -0.15
C -0.55 -2.42 0.34
S 0.22 -3.68 -0.72
O 1.03 -4.53 0.10
O -0.79 -4.30 -1.52
O -1.03 -0.90 -1.37
S -0.27 -0.17 -2.65
O -1.33 -0.10 -3.61
O 0.04 1.41 -2.35
C 0.26 1.89 -0.99
C -1.17 2.01 -0.38
C -1.39 2.35 1.08
C -0.86 3.46 1.70
C -1.08 3.77 3.00
C -1.91 2.98 3.77
C -2.46 1.88 3.18
C -2.23 1.56 1.86
C -2.99 0.33 1.38
C 0.69 3.40 -1.25
C 0.60 3.85 -2.72
C 1.80 3.51 -3.62
Br 0.64 5.86 -2.58
H 3.27 3.39 0.54
H 2.86 3.32 2.25
H 3.98 2.15 1.59
H 0.43 0.86 2.16
H 2.92 -0.47 -2.59
H 1.73 -0.98 -1.00
H 2.88 -0.78 1.22
H 2.00 -2.23 0.90
H 1.26 -1.01 1.95
H -0.77 -0.34 0.59
H -1.62 -2.58 0.20
H -0.36 -2.58 1.39
H 1.01 -2.94 -1.56
H -1.83 1.18 -0.62
H -1.65 2.81 -0.95
H -0.20 4.13 1.16
H -0.63 4.65 3.44
H -2.11 3.22 4.81
H -3.12 1.26 3.79
H -2.96 -0.43 2.17
H -4.05 0.59 1.26
H -2.66 -0.11 0.45
H 1.68 3.65 -0.89
H 0.02 4.07 -0.72
H -0.36 3.67 -3.20
H 1.58 2.62 -4.20
H 1.91 4.33 -4.33
H 2.74 3.46 -3.07
C -2.82 -1.60 4.77
O -3.46 -0.57 4.66
N -1.90 -1.83 5.73
C -1.17 -3.08 5.81
C -1.63 -0.79 6.70
H -2.95 -2.45 4.08
H -1.37 -3.56 6.77
H -0.10 -2.89 5.71
H -1.49 -3.76 5.01
H -2.54 -0.55 7.25
H -1.29 0.11 6.20
H -0.87 -1.13 7.40
C 0.74 -2.44 -4.77
O 1.59 -2.55 -3.90
N 0.52 -3.33 -5.75
C -0.51 -3.12 -6.75
C 1.34 -4.53 -5.81
H 0.07 -1.57 -4.82
H -1.22 -3.94 -6.71
H -0.05 -3.09 -7.75
H -1.03 -2.19 -6.57
H 1.22 -5.09 -4.88
H 2.39 -4.25 -5.91
H 1.04 -5.14 -6.65
*
```

These are the Mulliken partial charges, in e, on atoms 1 to 6: -1.136 1.031 -0.668 2.121 -0.008 -0.366

***

# 5
Computed, not measured: Ag2O40Pb4S10 as an isolated structure, with wB97M-V/def2-TZVPD.

The calculation puts the LUMO energy (spin up / spin down) at 11.976 / 11.076 eV. The expectation value of S² is 2.02. As for the HOMO energy (spin up / spin down): 0.24187 / 0.24187 Eh. The gap between HOMO and LUMO (spin up / spin down) is 5.39 / 4.49 eV.

```
! RIJCOSX wB97M-V def2-TZVPD def2/J DEFGRID3
* xyz -8 3
Ag 4.22 -0.42 0.83
Ag -2.21 2.91 -1.81
Pb 1.79 2.89 0.91
Pb -2.62 2.55 2.48
Pb -2.48 -0.31 -3.59
Pb -0.68 -4.08 0.56
S 0.81 5.06 -1.14
O 1.09 6.41 -1.57
O -0.53 4.62 -1.25
O 1.82 4.05 -1.69
O 1.07 4.93 0.44
S 6.33 1.33 1.85
O 4.91 1.73 1.69
O 6.52 -0.13 1.65
O 7.01 2.01 0.71
O 6.87 1.88 3.14
S 4.65 -4.93 -3.41
O 4.80 -4.74 -1.97
O 5.53 -4.10 -4.19
O 4.71 -6.38 -3.79
O 3.26 -4.78 -3.90
S 3.28 -5.27 4.73
O 2.00 -4.95 5.34
O 3.07 -6.03 3.51
O 4.24 -4.19 4.64
O 3.82 -6.40 5.74
S -0.11 3.60 4.61
O -1.48 2.81 4.33
O 0.80 2.61 5.27
O 0.31 3.88 3.26
O -0.45 4.77 5.48
S -3.19 0.41 -6.57
O -2.13 0.22 -7.66
O -4.32 1.12 -7.15
O -3.50 -0.84 -5.85
O -2.44 1.20 -5.46
S 0.02 -0.24 0.31
O -0.24 -1.59 0.99
O 1.51 -0.24 0.01
O -0.65 -0.26 -1.02
O -0.43 0.93 1.14
S -5.18 0.54 -2.30
O -4.78 -0.35 -3.44
O -3.68 1.17 -2.19
O -6.10 1.56 -2.65
O -5.62 -0.22 -1.14
S -3.80 5.07 1.41
O -3.93 6.34 2.11
O -4.80 4.13 2.10
O -3.80 5.01 -0.10
O -2.38 4.54 1.65
S -2.66 -6.07 0.63
O -3.70 -6.99 0.25
O -2.70 -5.58 2.01
O -1.17 -6.42 0.41
O -2.69 -4.78 -0.36
*
```

These are the Mulliken partial charges, in e, on atoms 1 to 6: 0.667 0.552 1.506 1.272 1.323 1.247

***

# 6
Computed, not measured: C41H49MgO4PS3Sb as an isolated structure, with wB97M-V/def2-TZVPD.

The calculation puts the LUMO energy at 2.460 eV. As for the HOMO energy: -0.15902 Eh. The gap between HOMO and LUMO is 6.79 eV.

```
! RIJCOSX wB97M-V def2-TZVPD def2/J DEFGRID3
* xyz -1 1
Mg -1.92 0.89 -0.80
C -2.49 2.81 -2.23
C -3.74 2.57 -1.54
C -3.60 2.99 -0.18
C -2.31 3.49 0.01
C -1.63 3.40 -1.24
C -0.42 4.27 -1.58
C -1.85 4.31 1.19
C -4.64 2.78 0.88
C -5.01 2.21 -2.22
C -2.27 2.75 -3.70
H 0.10 4.01 -2.50
H 0.32 4.32 -0.83
H -0.72 5.36 -1.70
H -1.40 5.25 0.85
H -1.09 3.79 1.79
H -2.73 4.53 1.84
H -5.34 3.62 0.90
H -4.24 2.70 1.88
H -5.24 1.90 0.62
H -5.38 2.99 -2.86
H -5.80 1.93 -1.53
H -4.82 1.37 -2.89
H -1.33 3.18 -4.00
H -3.00 3.36 -4.24
H -2.43 1.71 -4.04
O 0.68 -5.66 4.05
C 1.34 -4.95 3.06
O 2.29 -5.44 2.49
C 0.76 -3.65 2.71
C 0.07 -2.86 3.61
C -0.52 -1.68 3.22
C -0.40 -1.23 1.86
S -1.07 0.34 1.55
C 0.32 -2.03 0.98
C 0.92 -3.21 1.40
H -0.13 -5.18 4.26
H -0.05 -3.26 4.61
H -1.10 -1.05 3.89
H 0.39 -1.72 -0.06
H 1.52 -3.76 0.70
C -0.31 -4.41 -1.77
C -1.55 -4.34 -0.93
C -2.63 -5.28 -1.47
O -2.02 -2.97 -0.79
P -2.41 -1.84 -1.83
S -3.90 -0.82 -1.10
S -0.79 -0.75 -2.24
O -2.70 -2.75 -3.10
C -3.57 -2.54 -4.19
C -3.57 -1.10 -4.68
C -4.93 -3.11 -3.90
H 0.05 -5.42 -1.79
H 0.52 -3.77 -1.39
H -0.54 -4.13 -2.82
H -1.36 -4.64 0.07
H -2.80 -5.12 -2.51
H -3.57 -5.12 -0.94
H -2.27 -6.31 -1.28
H -3.15 -3.20 -5.01
H -3.87 -0.45 -3.88
H -4.27 -0.98 -5.48
H -2.61 -0.89 -5.05
H -5.28 -2.63 -2.99
H -4.92 -4.18 -3.79
H -5.62 -2.87 -4.74
C 2.93 -0.66 5.26
C 2.52 0.62 5.48
C 2.38 1.47 4.41
C 2.65 1.03 3.10
C 3.02 -0.33 2.92
C 3.11 -1.18 4.00
Sb 2.38 2.36 1.44
C 3.04 0.98 -0.02
C 2.13 0.23 -0.78
C 2.52 -0.82 -1.64
C 3.90 -1.09 -1.74
C 4.82 -0.37 -0.98
C 4.41 0.64 -0.12
C 4.32 3.28 1.77
C 5.35 2.68 2.54
C 6.65 3.15 2.38
C 6.92 4.27 1.65
C 5.89 4.97 1.04
C 4.62 4.44 1.04
H 2.98 -1.40 6.10
H 2.32 0.99 6.51
H 2.08 2.49 4.55
H 3.19 -0.70 1.93
H 3.31 -2.24 3.89
H 1.06 0.45 -0.79
H 1.77 -1.36 -2.15
H 4.29 -1.83 -2.43
H 5.87 -0.58 -1.07
H 5.13 1.22 0.43
H 5.12 1.73 3.07
H 7.46 2.54 2.82
H 7.95 4.58 1.64
H 6.10 5.91 0.54
H 3.81 4.98 0.59
*
```

These are the Mulliken partial charges, in e, on atoms 1 to 6: 0.437 -0.032 0.711 0.590 1.005 0.933

***

These records have strongest force on any atom values of 7.1 8.4 0.7 1.7 5.1 2.9 eV Å⁻¹, in the order they appear.